Entry 1
DFT (wB97M-V/def2-TZVPD) results for a molecular structure, C41H38Cl6N4O3S4Ti.

Geometry as XYZ:
```
97
Properties=species:S:1:pos:R:3
Ti -0.451 -0.222 -1.022
C -3.960 -13.207 0.566
O -4.718 -12.034 0.788
C -4.117 -10.849 0.892
C -2.733 -10.635 0.892
C -2.228 -9.355 0.952
C -3.078 -8.245 0.990
C -4.466 -8.467 1.029
C -4.973 -9.737 0.986
C -2.604 -6.894 0.900
N -3.398 -5.859 0.673
C -2.601 -4.797 0.491
C -1.246 -5.168 0.632
N -1.283 -6.504 0.910
C -0.184 -4.264 0.420
C 1.189 -4.544 0.542
C 2.103 -3.554 0.270
C 1.660 -2.285 -0.125
N 0.380 -1.995 -0.266
C -0.540 -2.948 -0.003
C -1.913 -2.580 -0.188
N -2.149 -1.342 -0.672
C -3.405 -0.948 -0.828
C -4.501 -1.756 -0.523
C -4.284 -3.039 -0.065
C -2.966 -3.480 0.103
H -4.692 -13.999 0.414
H -3.334 -13.446 1.429
H -3.339 -13.116 -0.329
H -2.050 -11.468 0.848
H -1.155 -9.227 0.945
H -5.118 -7.612 1.086
H -6.035 -9.917 1.013
H -0.497 -7.108 1.078
H 1.515 -5.526 0.848
H 3.161 -3.751 0.339
H 2.363 -1.480 -0.315
H -3.552 0.058 -1.212
H -5.499 -1.374 -0.658
H -5.091 -3.714 0.171
Cl -4.753 5.090 1.920
C -3.711 3.883 1.306
C -2.886 4.163 0.207
Cl -2.910 5.705 -0.528
C -2.051 3.166 -0.280
Cl -1.010 3.348 -1.629
C -1.997 1.901 0.320
O -1.157 1.000 -0.131
C -2.857 1.625 1.391
Cl -2.817 0.032 2.027
C -3.703 2.609 1.890
Cl -4.720 2.259 3.220
C 2.606 -1.761 3.672
C 1.249 -1.142 3.984
S 0.362 -0.466 2.525
C 0.682 1.325 2.665
C 2.152 1.674 2.611
S 2.934 0.870 1.164
C 4.668 0.729 1.736
C 4.946 -0.540 2.518
S 4.025 -0.667 4.098
H 2.681 -2.032 2.621
H 2.746 -2.653 4.281
H 1.342 -0.339 4.715
H 0.578 -1.903 4.383
H 0.236 1.687 3.593
H 0.152 1.753 1.810
H 2.677 1.320 3.497
H 2.281 2.754 2.512
H 4.886 1.618 2.323
H 5.271 0.736 0.826
H 5.999 -0.566 2.800
H 4.709 -1.422 1.928
C 1.723 6.500 -4.248
C 1.932 5.144 -3.671
C 1.078 4.096 -4.007
C 1.272 2.828 -3.498
C 2.316 2.602 -2.616
C 3.178 3.631 -2.263
C 2.992 4.890 -2.801
S 2.595 0.987 -1.888
C 3.019 0.105 -3.432
O 1.193 0.456 -1.548
H 0.706 6.617 -4.610
H 2.393 6.645 -5.095
H 1.935 7.276 -3.518
H 0.248 4.275 -4.673
H 0.604 2.024 -3.773
H 3.991 3.443 -1.580
H 3.671 5.686 -2.538
H 2.177 0.086 -4.113
H 3.318 -0.909 -3.188
H 3.858 0.627 -3.878
Cl -0.200 -1.652 -3.118
C -1.162 -0.164 -2.968
H -0.804 0.544 -3.717
H -2.192 -0.438 -3.215
```

The LUMO energy comes out at -6.056 eV. The charge is +2. Its HOMO-LUMO gap is 5.61 eV.

Entry 2
DFT (wB97M-V/def2-TZVPD) results for a molecular structure, C41H38Cl6N4O3S4Ti.

Geometry as XYZ:
```
97
Properties=species:S:1:pos:R:3
Ti -0.214 -0.205 1.020
C 0.479 2.725 -12.421
O 0.474 3.630 -11.322
C 0.421 3.122 -10.081
C 0.429 1.759 -9.787
C 0.372 1.354 -8.463
C 0.310 2.280 -7.427
C 0.303 3.644 -7.738
C 0.359 4.061 -9.046
C 0.243 1.876 -6.026
N 0.106 2.691 -4.999
C 0.096 1.883 -3.902
C 0.228 0.554 -4.253
N 0.320 0.564 -5.622
C 0.214 -0.505 -3.301
C 0.277 -1.884 -3.576
C 0.213 -2.789 -2.546
C 0.099 -2.326 -1.232
N 0.045 -1.034 -0.950
C 0.104 -0.126 -1.953
C -0.039 1.255 -1.573
N -0.220 1.515 -0.250
C -0.420 2.765 0.140
C -0.448 3.833 -0.762
C -0.266 3.589 -2.100
C -0.063 2.267 -2.533
H 0.457 3.342 -13.313
H -0.404 2.083 -12.400
H 1.387 2.119 -12.419
H 0.479 1.017 -10.570
H 0.373 0.288 -8.271
H 0.255 4.370 -6.939
H 0.357 5.111 -9.301
H 0.444 -0.223 -6.234
H 0.367 -2.234 -4.596
H 0.250 -3.852 -2.733
H 0.045 -3.012 -0.395
H -0.570 2.918 1.202
H -0.619 4.832 -0.388
H -0.285 4.384 -2.834
Cl 6.497 -2.902 0.566
C 4.860 -2.499 0.837
C 4.462 -1.159 0.816
Cl 5.590 0.088 0.507
C 3.129 -0.850 1.052
Cl 2.556 0.788 0.978
C 2.194 -1.841 1.321
O 0.904 -1.506 1.549
C 2.583 -3.176 1.316
Cl 1.399 -4.381 1.620
C 3.918 -3.504 1.080
Cl 4.400 -5.143 1.100
C 0.595 -5.198 5.462
C 0.353 -3.742 5.858
S -0.162 -2.643 4.515
C -1.952 -2.495 4.696
C -2.834 -3.640 4.189
S -2.327 -4.321 2.588
C -2.304 -6.099 2.917
C -1.050 -6.643 3.590
S -0.882 -6.239 5.355
H 1.232 -5.652 6.223
H 1.138 -5.250 4.519
H 1.295 -3.326 6.223
H -0.363 -3.666 6.677
H -2.200 -1.573 4.164
H -2.181 -2.311 5.748
H -3.859 -3.275 4.116
H -2.813 -4.453 4.908
H -2.416 -6.564 1.936
H -3.197 -6.363 3.485
H -0.154 -6.306 3.071
H -1.071 -7.732 3.525
C -1.942 6.428 5.751
C -1.531 5.049 5.334
C -0.474 4.862 4.434
C -0.068 3.597 4.062
C -0.737 2.495 4.592
C -1.797 2.651 5.477
C -2.181 3.930 5.846
S -0.297 0.853 4.187
C 1.418 0.779 4.650
O -0.213 0.873 2.619
H -1.508 7.187 5.103
H -1.608 6.629 6.770
H -3.026 6.538 5.735
H 0.039 5.726 4.032
H 0.761 3.469 3.375
H -2.317 1.787 5.874
H -3.003 4.059 6.538
H 1.984 1.484 4.045
H 1.748 -0.247 4.502
H 1.462 1.046 5.706
Cl -2.857 -0.162 -0.160
C -2.164 -0.839 1.361
H -2.324 -1.916 1.370
H -2.664 -0.342 2.187
```

The LUMO energy comes out at -6.142 eV. The charge is +2. Its HOMO-LUMO gap is 5.60 eV.

Stability ranking, top entry: entry 2; the second entry is 0.0294 hartree less favorable.

Entry 1
DFT (wB97M-V/def2-TZVPD) results for C3H7N3 in the gas phase.

Geometry as XYZ:
```
13
Properties=species:S:1:pos:R:3
C -0.542 -0.216 0.408
C 0.378 0.893 0.184
C 0.431 -1.368 0.218
H -2.316 0.441 -0.340
H -1.404 -0.353 -1.485
H -0.965 -0.246 1.410
H 0.805 1.542 1.032
H -0.058 1.795 -0.368
H 2.315 0.777 -0.224
H 0.096 -2.287 0.557
N -1.713 -0.309 -0.540
N 1.468 0.371 -0.473
N 1.505 -1.038 -0.379
```

The LUMO energy comes out at 0.966 eV. Its HOMO-LUMO gap is 9.47 eV. Its SMILES is N[C@H]1C=NNC1.

Entry 2
DFT (wB97M-V/def2-TZVPD) results for C3H7N3 in the gas phase.

Geometry as XYZ:
```
13
Properties=species:S:1:pos:R:3
C -1.164 0.583 -0.630
C 0.301 0.408 -0.293
N 1.173 1.169 -1.017
C 0.097 -0.961 1.414
N 0.834 -0.624 0.345
N 0.276 -2.060 2.024
H 0.859 1.617 -1.868
H 2.132 0.843 -1.013
H 0.638 -2.796 1.410
H -0.558 -0.081 1.799
H -1.821 0.087 0.084
H -1.347 0.167 -1.625
H -1.420 1.646 -0.630
```

The LUMO energy comes out at 0.514 eV. Its HOMO-LUMO gap is 9.09 eV. Its SMILES is [H]/N=C\N=C(/C)N.

Entry 3
DFT (wB97M-V/def2-TZVPD) results for 2 unconnected molecules or ions with the total composition C3H7N3.

Geometry as XYZ:
```
13
Properties=species:S:1:pos:R:3
C -1.566 0.001 -0.267
C 0.700 1.348 0.638
C -0.330 -0.226 -0.906
N -2.548 0.090 0.303
N 0.104 -1.967 0.066
N 0.675 0.654 -0.715
H 0.417 0.764 1.448
H 1.746 1.723 0.827
H 0.065 2.198 0.504
H -0.426 -0.668 -1.851
H 0.090 -1.660 1.019
H -0.623 -2.741 -0.021
H 1.696 0.483 -1.045
```

The LUMO energy (spin up / spin down) comes out at 0.671 / 0.671 eV. Its HOMO-LUMO gap (spin up / spin down) is 9.37 / 9.37 eV.

Stability ranking, top entry: entry 2; the second entry is 0.0387 hartree less favorable.

Entry 1
DFT (wB97M-V/def2-TZVPD) results for a molecular structure, C3H7N3.

Geometry as XYZ:
```
13
Properties=species:S:1:pos:R:3
C -0.117 -1.546 0.022
C 1.113 -0.675 -0.288
C -1.004 1.433 -0.229
N -0.985 -1.056 0.715
N 0.949 0.399 0.631
N -0.363 0.676 0.805
H -0.233 -2.546 -0.246
H 1.989 -1.230 -0.285
H 0.826 -0.428 -1.334
H -2.000 1.013 -0.261
H -0.896 2.415 0.014
H -0.457 1.254 -1.191
H 1.177 0.289 1.646
```

The LUMO energy comes out at 0.995 eV. Its HOMO-LUMO gap is 9.95 eV.

Entry 2
DFT (wB97M-V/def2-TZVPD) results for 2 unconnected molecules or ions with the total composition C3H7N3.

Geometry as XYZ:
```
13
Properties=species:S:1:pos:R:3
C -1.059 -0.995 1.207
C 0.642 0.247 -1.633
C -0.177 -0.055 0.464
N 1.196 1.346 -1.393
N 0.219 -0.644 -2.386
N 0.232 1.003 1.069
H 0.811 1.630 0.487
H 1.996 1.546 -1.983
H 0.015 -1.541 -1.971
H 0.004 1.265 2.030
H -1.306 -0.696 2.237
H -0.587 -1.982 1.230
H -1.987 -1.123 0.643
```

The LUMO energy comes out at 0.895 eV. Its HOMO-LUMO gap is 9.07 eV.

Entry 3
DFT (wB97M-V/def2-TZVPD) results for C3H7N3 in the gas phase.

Geometry as XYZ:
```
13
Properties=species:S:1:pos:R:3
C 0.457 -0.377 -0.328
C -1.596 0.971 -0.019
C -1.858 -0.510 0.315
H 2.952 -0.994 -0.103
H 3.484 0.766 -0.196
H 0.680 -1.440 -0.448
H -0.954 1.455 0.720
H -2.175 1.474 -0.684
H -2.814 -0.903 0.075
H -1.488 -0.796 1.278
N 2.726 0.079 0.176
N 1.452 0.444 -0.104
N -0.864 -0.167 -0.683
```

The LUMO energy comes out at 1.204 eV. Its HOMO-LUMO gap is 9.28 eV. Its SMILES is N/N=C/N1CC1.

Stability ranking, top entry: entry 2; the second entry is 0.0254 hartree less favorable.

Entry 1
DFT (wB97M-V/def2-TZVPD) results for 2 unconnected molecules or ions with the total composition CH4N4O.

Geometry as XYZ:
```
10
Properties=species:S:1:pos:R:3
C 1.169 -0.816 -1.028
N -0.243 -1.228 0.771
N -0.714 -1.508 1.753
N -1.983 2.090 0.744
N -0.054 -1.021 -0.371
O -0.961 1.908 0.099
H 0.992 -0.565 -1.992
H 1.658 0.077 -0.607
H 1.887 -1.613 -1.024
H -1.752 2.677 1.654
```

The LUMO energy comes out at -0.486 eV. Its HOMO-LUMO gap is 8.89 eV.

Entry 2
DFT (wB97M-V/def2-TZVPD) results for CH4N4O in the gas phase.

Geometry as XYZ:
```
10
Properties=species:S:1:pos:R:3
C -0.576 -0.027 0.030
H -1.239 1.855 -0.048
H 0.520 1.678 0.016
H -1.638 -1.466 -0.161
H 0.375 -1.888 0.120
N -0.402 1.302 0.136
N -1.748 -0.474 -0.140
N 0.597 -0.891 0.176
N 1.915 -0.635 -0.002
O 2.195 0.545 -0.127
```

The LUMO energy comes out at 0.129 eV. Its HOMO-LUMO gap is 9.70 eV. Its SMILES is [H]/N=C(/N)NN=O.

Stability ranking, top entry: entry 2; the second entry is 0.1206 hartree less favorable.

Entry 1
DFT (wB97M-V/def2-TZVPD) results for C4H4N2O in the gas phase.

Geometry as XYZ:
```
11
Properties=species:S:1:pos:R:3
C -2.527 -0.397 -0.024
C -1.186 -0.107 0.028
C 1.156 -0.181 -0.072
C -0.411 1.221 0.058
H -3.297 0.417 0.043
H -3.074 -1.292 -0.119
H 0.004 -1.876 0.544
H -0.867 2.170 -0.086
N 0.039 -0.915 -0.066
N 0.899 1.184 0.012
O 2.310 -0.564 0.007
```

The LUMO energy comes out at -0.786 eV. Its HOMO-LUMO gap is 8.94 eV. Its SMILES is C=C1C=NC(=O)N1.

Entry 2
DFT (wB97M-V/def2-TZVPD) results for 2 unconnected molecules or ions with the total composition C4H4N2O.

Geometry as XYZ:
```
11
Properties=species:S:1:pos:R:3
C -0.545 2.980 -1.501
C 1.577 2.226 -0.912
C 0.518 -0.731 0.214
C -0.451 0.148 0.092
N -1.466 3.513 -1.871
N 0.428 2.141 -1.184
O 2.683 2.159 -0.553
H 1.064 -1.367 -0.376
H 0.993 -0.884 1.262
H -1.311 0.239 -0.582
H -0.698 0.837 0.861
```

The LUMO energy comes out at 0.388 eV. Its HOMO-LUMO gap is 10.36 eV. Its SMILES is N#CN=C=O.C=C.

Entry 3
DFT (wB97M-V/def2-TZVPD) results for C4H4N2O in the gas phase.

Geometry as XYZ:
```
11
Properties=species:S:1:pos:R:3
C 0.894 -2.301 0.296
C -1.547 -0.982 0.178
C 0.302 0.089 -0.206
C 0.222 -1.137 0.720
N 1.453 -3.236 -0.065
N -1.127 0.108 -0.450
O -2.534 -1.587 0.402
H 0.668 0.998 0.278
H 0.881 -0.112 -1.113
H 0.265 -0.945 1.784
H -1.667 0.748 -1.021
```

The LUMO energy comes out at 0.546 eV. Its HOMO-LUMO gap is 10.34 eV. Its SMILES is N#C[C@H]1CNC1=O.

Stability ranking, top entry: entry 3; the second entry is 0.0167 hartree less favorable.

Entry 1
DFT (wB97M-V/def2-TZVPD) results for a molecular structure, C6H9NO.

Geometry as XYZ:
```
17
Properties=species:S:1:pos:R:3
C -2.199 1.397 0.322
C 1.128 0.820 1.271
C 0.602 -0.648 1.037
C 1.943 0.618 0.254
C 1.423 -0.799 0.003
C 1.759 -1.970 -0.902
N -2.935 1.009 -0.765
O -2.588 1.363 1.466
H -1.106 1.592 -0.069
H 0.770 1.613 1.881
H -0.304 -1.187 1.438
H 2.698 1.135 -0.338
H 2.686 -1.843 -1.288
H 1.067 -2.062 -1.686
H 1.591 -2.990 -0.350
H -2.694 1.221 -1.726
H -3.840 0.730 -0.548
```

The LUMO energy (spin up / spin down) comes out at 0.567 / 0.567 eV. Its HOMO-LUMO gap (spin up / spin down) is 8.07 / 8.07 eV.

Entry 2
DFT (wB97M-V/def2-TZVPD) results for C6H9NO in the gas phase.

Geometry as XYZ:
```
17
Properties=species:S:1:pos:R:3
C 2.242 -0.220 0.082
C -0.165 -0.167 -1.471
C 1.013 0.492 0.218
C -0.365 -0.091 0.015
C -0.462 -1.441 0.687
C -1.478 0.855 0.446
N 3.207 -0.881 0.108
O 1.149 1.853 0.160
H -0.325 0.704 -2.057
H -0.216 -1.089 -2.073
H -0.210 -1.461 1.810
H 0.180 -2.150 0.262
H -1.525 -1.814 0.375
H -1.300 1.729 -0.054
H -1.473 1.211 1.507
H -2.414 0.482 0.040
H 2.141 1.988 -0.052
```

The LUMO energy (spin up / spin down) comes out at -0.003 / -0.116 eV. Its HOMO-LUMO gap (spin up / spin down) is 8.00 / 8.31 eV.

Stability ranking, top entry: entry 2; the second entry is 0.0178 hartree less favorable.

Entry 1
DFT (wB97M-V/def2-TZVPD) results for C6H9NO in the gas phase.

Geometry as XYZ:
```
17
Properties=species:S:1:pos:R:3
C 0.563 0.544 -1.841
C -0.358 0.696 -0.654
C -0.273 1.970 0.238
C -0.364 -0.589 0.076
C -0.603 -1.965 1.761
C 0.612 -2.217 1.257
H 0.160 -0.068 -2.699
H 1.367 0.069 -1.441
H 0.906 1.548 -2.181
H -1.432 0.806 -1.024
H -0.493 2.813 -0.488
H 0.816 2.052 0.431
H -0.759 1.800 1.242
H -1.155 -2.570 2.463
H 1.395 -2.803 1.601
N -1.211 -0.823 0.992
O 0.827 -1.265 0.268
```

The LUMO energy comes out at 0.988 eV. Its HOMO-LUMO gap is 10.47 eV. Its SMILES is CC(C)c1ncco1.

Entry 2
DFT (wB97M-V/def2-TZVPD) results for a molecular structure, C6H9NO.

Geometry as XYZ:
```
17
Properties=species:S:1:pos:R:3
C -0.429 0.610 0.093
C 0.008 -0.296 1.338
C 0.451 -1.128 0.164
C -1.084 -1.476 -0.395
C -1.739 -0.286 -0.358
C 0.799 -0.041 -0.698
H 0.283 2.451 -0.209
H -1.427 2.371 0.600
H -0.747 -0.728 1.993
H 0.654 0.036 1.959
H 1.116 -1.884 0.120
H -0.970 -2.590 -0.590
H -2.829 0.075 -0.445
H 0.373 -0.130 -1.748
H 3.051 -0.798 0.061
N -0.693 1.995 -0.102
O 2.164 0.366 -0.236
```

The LUMO energy comes out at -0.539 eV. Its HOMO-LUMO gap is 8.15 eV.

Entry 3
DFT (wB97M-V/def2-TZVPD) results for a molecular structure, C6H9NO.

Geometry as XYZ:
```
17
Properties=species:S:1:pos:R:3
C 2.536 0.229 0.064
C 0.220 0.016 -0.220
C -0.792 0.792 0.768
C -0.900 -0.971 0.018
C -2.164 -0.383 -0.554
C -2.099 0.835 -0.096
H 2.493 1.416 0.222
H 3.109 0.527 -1.073
H 3.365 -0.371 0.664
H 1.334 -1.509 -0.369
H -0.002 0.602 -1.273
H -0.393 1.711 1.319
H -0.652 -2.123 0.165
H -3.131 -1.090 -0.862
H -3.282 1.407 -0.248
N 1.367 -0.483 0.126
O -1.009 -0.606 1.348
```

The LUMO energy comes out at 0.934 eV. Its HOMO-LUMO gap is 9.59 eV.

Entry 4
DFT (wB97M-V/def2-TZVPD) results for C6H9NO in the gas phase.

Geometry as XYZ:
```
17
Properties=species:S:1:pos:R:3
C -2.718 -1.167 0.364
C -1.551 -0.505 0.032
C -2.812 0.190 -0.023
C 2.154 -0.421 -0.342
C 0.580 1.383 0.456
C 0.757 0.148 -0.436
N -0.214 -0.772 0.021
O -3.406 1.157 -0.299
H -3.066 -2.038 0.667
H 2.565 -0.813 0.593
H 2.466 -1.259 -0.958
H 2.894 0.342 -0.575
H -0.370 1.712 0.419
H 1.191 2.249 0.176
H 1.008 1.085 1.331
H 0.570 0.557 -1.406
H -0.049 -1.847 -0.021
```

The LUMO energy comes out at 0.732 eV. Its HOMO-LUMO gap is 9.71 eV. Its SMILES is CC(C)Nc1cc1=O.

Stability ranking, top entry: entry 1; the second entry is 0.0600 hartree less favorable.